Entry 1
The molecule C3H4O3. Source: the Open Molecules 2025 dataset; level of theory: ωB97M-V/def2-TZVPD.

Last column: Löwdin charge in e.
Geometry (Å):
O -0.10 -1.12 -1.14  -0.014
C 0.30 0.02 -0.48  -0.333
C 1.09 -0.34 0.76  -0.186
O 1.27 0.48 1.63  0.063
C -0.94 0.75 0.05  -0.155
O -2.03 0.29 -0.20  0.076
H -1.08 -1.06 -1.09  0.092
H 0.88 0.73 -1.11  0.172
H 1.40 -1.40 0.90  0.142
H -0.80 1.65 0.67  0.141

For the HOMO-LUMO gap, the calculation gives 10.7 eV. Its SMILES is O=CC(O)C=O. The calculation puts the LUMO energy at 0.01379 Ha. The spin multiplicity is 1. The charge is 0.

Entry 2
The molecule C3H4O3. Source: the Open Molecules 2025 dataset; level of theory: ωB97M-V/def2-TZVPD.

Last column: Löwdin charge in e.
Geometry (Å):
O -0.12 -0.75 -1.41  -0.005
C 0.27 0.19 -0.44  -0.319
C 1.03 -0.50 0.69  -0.198
O 2.01 -0.03 1.22  0.084
C -0.98 0.85 0.15  -0.171
O -1.76 0.19 0.80  0.077
H -0.80 -1.32 -1.02  0.102
H 0.92 0.92 -0.92  0.155
H 0.60 -1.47 0.99  0.141
H -1.17 1.92 -0.06  0.133

For the HOMO-LUMO gap, the calculation gives 10.1 eV. Its SMILES is O=CC(O)C=O. The calculation puts the LUMO energy at 0.00204 Ha. The spin multiplicity is 1. The charge is 0.

Entry 3
The molecule C3H4O3. Source: the Open Molecules 2025 dataset; level of theory: ωB97M-V/def2-TZVPD.

Last column: Löwdin charge in e.
Geometry (Å):
O -0.39 0.36 -1.73  -0.032
C -0.74 -0.41 -0.60  -0.187
C 0.44 -0.37 0.35  -0.319
O 1.38 -1.14 0.28  0.115
C 0.51 0.76 1.38  -0.157
O -0.41 1.51 1.58  0.094
H 0.32 -0.11 -2.19  0.100
H -1.62 0.06 -0.15  0.123
H -0.97 -1.46 -0.85  0.131
H 1.47 0.81 1.93  0.133

For the HOMO-LUMO gap, the calculation gives 9.2 eV. Its SMILES is O=CC(=O)CO. The calculation puts the LUMO energy at -0.02810 Ha. The spin multiplicity is 1. The charge is 0.

Which one sits at the bottom of the stability order? entry 2 does.

Entry 1
A structure of composition C3H4O3. Source: the Open Molecules 2025 dataset; level of theory: ωB97M-V/def2-TZVPD.

Last column: Löwdin charge in e.
Geometry (Å):
O -1.38 -1.06 0.17  -0.155
C -0.60 -0.22 -0.46  -0.442
C -0.15 1.24 0.09  0.040
O 1.26 0.70 0.28  0.119
C 0.78 -0.47 0.02  -0.360
O 1.16 -1.58 0.52  0.219
H 0.26 -2.06 0.44  0.174
H -0.68 -0.11 -1.57  0.156
H -0.54 1.46 1.09  0.130
H -0.11 2.10 -0.58  0.118

For the HOMO-LUMO gap, the calculation gives 9.1 eV. The calculation puts the LUMO energy at 0.00921 Ha. The spin multiplicity is 1. The charge is 0.

Entry 2
The molecule C3H4O3. Source: the Open Molecules 2025 dataset; level of theory: ωB97M-V/def2-TZVPD.

Last column: Löwdin charge in e.
Geometry (Å):
C 0.55 -0.28 1.38  -0.624
C -0.91 0.37 -0.25  -0.125
C 0.43 -0.12 -0.87  -0.070
H -1.71 -0.45 -0.43  0.146
H -1.33 1.38 -0.79  0.175
H 0.24 -0.87 -1.64  0.118
H 1.11 0.66 -1.26  0.134
O 1.00 -0.52 2.47  0.140
O -0.40 0.65 1.08  0.030
O 1.03 -0.82 0.31  0.075

For the HOMO-LUMO gap, the calculation gives 11.4 eV. Its SMILES is O=C1OCCO1. The calculation puts the LUMO energy at 0.02339 Ha. The spin multiplicity is 1. The charge is 0.

Entry 3
The molecule C3H4O3. Source: the Open Molecules 2025 dataset; level of theory: ωB97M-V/def2-TZVPD.

Last column: Löwdin charge in e.
Geometry (Å):
C 0.07 -0.24 0.51  -0.301
C 0.27 0.34 -0.73  -0.083
C -0.82 0.56 1.29  -0.202
O 0.47 -1.48 0.90  0.052
O 0.55 -0.43 -1.80  0.054
O -1.24 1.60 0.78  -0.011
H 0.47 -2.07 0.14  0.109
H 0.85 0.10 -2.54  0.114
H 0.43 1.40 -0.84  0.137
H -1.06 0.23 2.31  0.130

For the HOMO-LUMO gap, the calculation gives 8.7 eV. Its SMILES is O=C/C(O)=C/O. The calculation puts the LUMO energy at 0.00955 Ha. The spin multiplicity is 1. The charge is 0.

Entry 4
The molecule C3H4O3. Source: the Open Molecules 2025 dataset; level of theory: ωB97M-V/def2-TZVPD.

Last column: Löwdin charge in e.
Geometry (Å):
O 2.04 0.56 0.04  -0.046
C 1.00 -0.35 0.27  -0.190
C -0.31 0.28 -0.15  -0.288
O -0.30 1.42 -0.59  0.101
C -1.72 -0.33 -0.09  -0.163
O -2.01 -1.44 0.29  0.098
H 1.61 1.36 -0.33  0.078
H 1.18 -1.28 -0.29  0.139
H 0.97 -0.63 1.33  0.139
H -2.45 0.41 -0.47  0.132

For the HOMO-LUMO gap, the calculation gives 9.6 eV. Its SMILES is O=CC(=O)CO. The calculation puts the LUMO energy at -0.03300 Ha. The spin multiplicity is 1. The charge is 0.

Which one sits at the bottom of the stability order? entry 1 does.

Entry 1
A structure of composition C4H12NS. Source: the Open Molecules 2025 dataset; level of theory: ωB97M-V/def2-TZVPD.

Last column: Löwdin charge in e.
Geometry (Å):
C 1.29 -0.84 0.92  -0.048
C 0.26 1.27 1.39  -0.100
C -1.01 -0.43 0.48  -0.146
C -0.62 -0.21 -2.84  0.042
N 0.27 0.15 0.38  -0.747
S 0.65 0.90 -1.19  0.873
H 1.10 -1.97 0.64  0.150
H 2.26 -0.46 0.34  0.119
H 1.52 -0.63 1.97  0.088
H -0.60 2.00 1.30  0.131
H 0.15 0.77 2.38  0.106
H 1.26 1.74 1.50  0.115
H -1.68 0.41 0.02  0.128
H -1.29 -1.31 -0.15  0.119
H -1.31 -0.58 1.53  0.123
H -1.67 -0.09 -2.53  0.042
H -0.30 -1.18 -2.57  0.009
H -0.29 0.45 -3.56  -0.003

For the HOMO-LUMO gap, the calculation gives 9.3 eV. The calculation puts the LUMO energy at -0.16578 Ha. The spin multiplicity is 1. The charge is +1.

Entry 2
The ion C4H12NS with charge +1. Source: the Open Molecules 2025 dataset; level of theory: ωB97M-V/def2-TZVPD.

Last column: Löwdin charge in e.
Geometry (Å):
C -1.15 -0.49 1.34  -0.164
C -1.25 -0.17 -0.21  -0.276
C 0.13 -0.14 -0.93  -0.449
S 1.35 1.03 -0.09  0.765
C 1.88 2.13 -1.35  -0.480
N -0.35 -1.79 1.44  0.169
H -0.73 0.34 2.11  0.168
H -2.18 -0.85 1.82  0.163
H -1.85 0.81 -0.22  0.139
H -2.04 -0.91 -0.64  0.145
H -0.04 0.28 -1.94  0.088
H 0.67 -1.26 -0.71  0.122
H 2.66 2.92 -1.00  0.088
H 1.10 2.80 -1.81  0.057
H 2.38 1.62 -2.18  0.033
H -0.59 -2.25 0.62  0.109
H 0.68 -1.69 1.59  0.183
H -0.65 -2.39 2.16  0.140

For the HOMO-LUMO gap, the calculation gives 8.6 eV. Its SMILES is CSCCC[NH3+]. The calculation puts the LUMO energy at -0.13392 Ha. The spin multiplicity is 1. The charge is +1.

Which one sits at the bottom of the stability order? entry 1 does.

Entry 1
A cluster of 2 separate species, C4H12NS in total. Source: the Open Molecules 2025 dataset; level of theory: ωB97M-V/def2-TZVPD.

Last column: Löwdin charge in e.
Geometry (Å):
C -2.22 1.75 0.32  -0.162
C -1.00 0.88 0.08  -0.598
S -1.47 -0.80 -0.35  0.844
C 0.19 -1.52 -0.41  -0.448
H -1.92 2.75 0.62  0.077
H -2.87 1.32 1.08  0.076
H -2.79 1.83 -0.61  0.078
H -0.38 0.86 1.00  0.056
H -0.37 1.30 -0.71  0.068
H 0.81 -1.11 -1.21  0.028
H 0.60 -1.33 0.58  0.009
H 0.08 -2.59 -0.51  0.046
C 2.95 -0.36 -0.06  0.138
N 2.73 0.67 0.67  0.207
H 3.18 -0.26 -1.11  0.135
H 2.86 -1.34 0.39  0.123
H 2.22 0.60 1.54  0.160
H 2.60 1.57 0.20  0.164

For the HOMO-LUMO gap, the calculation gives 6.0 eV. The calculation puts the LUMO energy at -0.22017 Ha. The spin multiplicity is 1. The charge is +1.

Entry 2
A structure of composition C4H12NS. Source: the Open Molecules 2025 dataset; level of theory: ωB97M-V/def2-TZVPD.

Last column: Löwdin charge in e.
Geometry (Å):
C 1.33 0.35 0.44  -0.335
C 0.50 0.16 -0.85  -0.235
C -0.55 -0.94 -0.69  -0.523
S -1.68 -0.66 0.70  0.860
C -2.59 0.81 0.14  -0.372
N 2.21 -0.72 0.95  0.094
H 0.79 0.95 1.23  0.160
H 1.97 1.20 0.19  0.155
H 0.01 1.11 -1.19  0.139
H 1.22 -0.11 -1.65  0.136
H -1.15 -1.17 -1.62  0.107
H -0.02 -1.91 -0.46  0.092
H -2.00 1.76 0.24  0.057
H -2.94 0.73 -0.88  0.039
H -3.45 0.93 0.84  0.060
H 2.53 -1.46 0.28  0.152
H 0.77 -0.75 1.03  0.278
H 3.06 -0.30 1.28  0.133

For the HOMO-LUMO gap, the calculation gives 8.0 eV. The calculation puts the LUMO energy at -0.19001 Ha. The spin multiplicity is 1. The charge is +1.

Which one sits at the bottom of the stability order? entry 2 does.

Entry 1
The molecule C3H6O2. Source: the Open Molecules 2025 dataset; level of theory: ωB97M-V/def2-TZVPD.

Last column: Löwdin charge in e.
Geometry (Å):
C -1.08 0.72 -0.33  -0.197
C 1.32 0.15 0.37  -0.008
C -0.04 -0.38 -0.38  -0.398
O -2.01 0.48 0.35  0.070
O -0.60 -1.52 0.17  -0.038
H -1.18 1.68 -0.83  0.133
H 2.10 -0.73 0.32  0.125
H 1.00 0.34 1.32  0.030
H 1.62 1.03 -0.17  0.059
H 0.32 -0.63 -1.38  0.139
H -1.45 -1.15 0.55  0.086

For the HOMO-LUMO gap, the calculation gives 10.9 eV. Its SMILES is C[C@@H](O)C=O. The calculation puts the LUMO energy at 0.02850 Ha. The spin multiplicity is 1. The charge is 0.

Entry 2
The molecule C3H6O2. Source: the Open Molecules 2025 dataset; level of theory: ωB97M-V/def2-TZVPD.

Last column: Löwdin charge in e.
Geometry (Å):
C -1.03 -0.42 -0.15  -0.239
C 0.25 0.05 0.51  -0.316
C 1.54 -0.12 -0.10  -0.100
H -1.64 1.37 -0.41  0.109
H -0.89 -0.72 -1.21  0.133
H -1.42 -1.33 0.38  0.137
H 0.18 0.21 1.58  0.149
H 2.45 -0.08 0.51  0.113
H 1.71 -0.66 -1.00  0.106
O -2.00 0.57 0.05  -0.058
O 0.85 1.13 -0.16  -0.034

For the HOMO-LUMO gap, the calculation gives 11.4 eV. Its SMILES is OC[C@H]1CO1. The calculation puts the LUMO energy at 0.04006 Ha. The spin multiplicity is 1. The charge is 0.

Entry 3
The molecule C3H6O2. Source: the Open Molecules 2025 dataset; level of theory: ωB97M-V/def2-TZVPD.

Last column: Löwdin charge in e.
Geometry (Å):
C 1.08 -0.72 -0.01  -0.447
C -0.32 -0.20 0.00  -0.224
C -0.58 1.27 0.32  0.015
O 1.48 -0.30 -1.22  -0.133
O -1.24 -0.80 -0.72  0.130
H 1.49 -0.32 0.90  0.097
H 1.14 -1.80 0.21  0.116
H -0.44 1.28 1.42  0.102
H -1.58 1.48 -0.08  0.092
H 0.18 1.87 -0.18  0.102
H -1.20 -1.77 -0.65  0.150

For the HOMO-LUMO gap (alpha / beta), the calculation gives 8.3 / 8.3 eV. The calculation puts the LUMO energy (alpha / beta) at -0.00781 / -0.00768 Ha. The spin multiplicity is 1. The charge is 0.

Which one sits at the bottom of the stability order? entry 3 does.

Entry 1
A structure of composition C3H6O2. Source: the Open Molecules 2025 dataset; level of theory: ωB97M-V/def2-TZVPD.

Last column: Löwdin charge in e.
Geometry (Å):
O 0.46 -1.71 -0.07  -0.068
C 0.97 -0.45 0.32  -0.296
C 0.12 0.60 -0.36  -0.178
C -1.30 0.60 0.12  -0.156
O -2.16 1.25 -0.62  -0.014
H 0.85 -2.38 0.50  0.090
H 2.02 -0.34 0.01  0.115
H 0.92 -0.31 1.41  0.118
H 0.11 0.47 -1.46  0.128
H 0.51 1.61 -0.16  0.130
H -2.53 0.71 0.34  0.130

For the HOMO-LUMO gap, the calculation gives 9.5 eV. The calculation puts the LUMO energy at 0.03289 Ha. The spin multiplicity is 1. The charge is 0.

Entry 2
A structure of composition C3H6O2. Source: the Open Molecules 2025 dataset; level of theory: ωB97M-V/def2-TZVPD.

Last column: Löwdin charge in e.
Geometry (Å):
O -1.31 -0.63 0.29  -0.139
C -0.91 0.69 0.03  -0.261
C 0.57 0.45 -0.08  -0.385
C 0.48 -0.84 0.65  0.110
O 0.99 0.07 -1.37  -0.030
H 0.23 -0.46 -1.68  0.114
H -1.43 1.05 -0.86  0.120
H -1.25 1.33 0.86  0.119
H 1.24 1.20 0.29  0.143
H 0.31 -1.20 1.64  0.095
H 1.08 -1.66 0.23  0.114

For the HOMO-LUMO gap, the calculation gives 10.3 eV. The calculation puts the LUMO energy at 0.02191 Ha. The spin multiplicity is 1. The charge is 0.

Which one sits at the bottom of the stability order? entry 1 does.